Formula: C31H49BiClP2
Source: OMol25
Level of theory: the ωB97M-V functional and the def2-TZVPD basis

The geometry in XYZ format:
```
84
Properties=species:S:1:pos:R:3
Bi 1.6894 -1.0107 -0.0295
C -0.9188 2.3847 -1.3910
C -1.2490 1.2470 -2.1799
C -2.5156 1.1818 -0.2617
C -1.7128 2.3493 -0.2169
C -2.2308 0.4966 -1.4787
C 0.0640 3.4278 -1.7262
H 0.7318 3.1016 -2.5354
H 0.6773 3.6685 -0.8422
H -0.4134 4.3704 -2.0507
C -1.7415 3.3850 0.8393
H -0.9273 4.1009 0.6936
H -1.6353 2.9415 1.8358
H -2.6895 3.9410 0.8350
C -3.5082 0.7800 0.7531
H -4.2374 1.5859 0.9344
H -3.0241 0.5479 1.7166
H -4.0597 -0.1113 0.4281
C -2.8904 -0.7324 -1.9514
H -3.8236 -0.5190 -2.5001
H -3.1520 -1.3818 -1.1062
H -2.2358 -1.2944 -2.6283
C -0.6871 0.9006 -3.5006
H -1.2995 1.2776 -4.3352
H -0.6188 -0.1875 -3.6136
H 0.3141 1.3276 -3.6158
C 6.3135 -1.9853 -0.1190
C 6.2406 -1.0069 -1.0659
C 6.1766 -1.2928 -2.5548
C 5.4119 -2.5710 -2.9587
C 4.1729 -2.9221 -2.1663
C 4.2069 -3.9024 -1.2517
C 5.5310 -4.4324 -0.7080
C 6.6742 -3.3965 -0.4793
H 7.2198 -1.3766 -2.9198
H 6.1327 -3.3988 -2.9225
H 5.7320 -0.4391 -3.0982
H 7.3436 -3.3876 -1.3676
H 6.3428 -1.7506 0.9574
H 6.3765 0.0399 -0.7964
H 7.2443 -3.7642 0.3940
H 5.3323 -4.9399 0.2652
H 3.3270 -4.4541 -0.8928
H 5.9711 -5.2260 -1.3619
H 5.1410 -2.4589 -4.0244
H 3.2420 -2.4938 -2.5751
P 4.1258 -0.5431 0.7654
P 1.1929 -3.4552 0.6255
C 3.9271 -2.4526 1.4146
C 2.7826 -3.5007 1.5638
H 4.5198 -2.4168 2.3407
H 4.5398 -2.8573 0.6181
H 3.1519 -4.5153 1.3377
H 2.4855 -3.4898 2.6193
C -0.2031 -4.0759 1.5932
H -1.1370 -3.7074 1.1393
H -0.1578 -3.7211 2.6311
H -0.1980 -5.1798 1.5678
C 0.9218 -4.2461 -1.0324
H 1.1129 -5.3272 -0.9498
H 1.5654 -3.8147 -1.8196
H -0.1297 -4.0900 -1.3528
C 5.0778 0.6813 1.6627
H 4.7586 1.6932 1.3685
H 6.1468 0.5410 1.4071
H 4.9309 0.5836 2.7480
C 3.9172 0.1413 -1.0350
H 2.8918 0.2329 -1.4696
H 4.3371 -0.6011 -1.7355
H 4.3794 1.1577 -1.0450
Cl 1.4634 -2.4008 4.5684
C 0.0044 -1.5337 4.2250
C -1.0913 -1.7679 5.0460
C -2.2119 -0.9234 4.9939
C -2.1753 0.1676 4.1217
C -1.1208 0.3349 3.2301
C -0.0244 -0.5452 3.1855
C 1.1012 -0.2710 2.2568
H -1.0982 -2.6247 5.7248
H -3.0741 -1.1082 5.6402
H -2.9979 0.9011 4.1469
H -1.1065 1.2165 2.5637
H 0.9934 0.7505 1.8543
H 2.0893 -0.4730 2.6619
```

* M: 728.11 g/mol
* total charge: +1
* ΔE to the lowest compared entry with this formula, charge and spin: 495.4 kJ/mol